[1]
C2H8N3 | wB97M-V/def2-TZVPD

Each line ends with the Mulliken spin population.
Atoms and positions in Å:
C1 0.7849 -0.6449 0.7628  0.2900
C2 -1.2332 -0.4143 -0.5024  0.5781
N1 1.6841 -0.1975 1.6845  0.1645
N2 -0.7004 1.4000 -1.8077  1.0625
N3 -0.4402 -0.2391 0.5433  -0.0668
H1 1.2545 -1.4656 0.1541  0.0033
H2 -2.1467 -0.0792 -0.3170  0.0124
H3 -1.0409 -1.0431 -1.3000  0.0312
H4 2.5355 -0.6168 1.7483  -0.0075
H5 1.4246 0.5570 2.3408  -0.0078
H6 -1.5074 1.4392 -2.3762  -0.0250
H7 0.1468 0.9903 -2.3604  -0.0300
H8 -0.7617 0.3139 1.4297  -0.0048

Cartesian forces (eV/Å) of the 3 atoms listed first:
3.720 -2.019 -0.677
1.405 -1.088 1.930
-4.996 2.231 -0.168

Output
strongest force on any atom	5.5	eV/Å
expectation value of S²	2.02
spin multiplicity	3
energy relative to the best compared isomer or geometry (same formula, charge and spin)	0.0	kJ/mol
Kohn-Sham gap (spin up / spin down)	8.1 / 9.0	eV
calculated total energy	-244.846857	Ha
net charge	+1

---

[2]
C2H8N3O | wB97M-V/def2-TZVPD

Each line ends with the natural charge from an NBO analysis.
Atoms and positions in Å:
C1 -1.3849 -1.8619 -1.2136  -0.6006
C2 -0.5758 -0.6839 -0.6912  -0.6104
N1 2.0947 2.1955 0.4315  -0.8104
N2 1.6716 1.2732 1.2916  -0.1373
N3 0.6331 1.1553 2.0602  -0.0123
O1 -0.2303 2.1310 2.0141  -0.6843
H1 -1.6671 -1.7015 -2.2564  0.1853
H2 -0.8092 -2.7859 -1.1553  0.1865
H3 -2.2971 -1.9879 -0.6333  0.1925
H4 -1.1292 0.2447 -0.8048  0.2118
H5 -0.3525 -0.7956 0.3685  0.2223
H6 0.3645 -0.5894 -1.2312  0.1988
H7 1.3770 2.9296 0.4498  0.3149
H8 2.3052 0.4767 1.3700  0.3431

Cartesian forces (eV/Å) of the 3 atoms listed first:
0.081 0.136 -0.067
-0.066 -0.131 0.041
-0.303 0.679 -0.291

Output
strongest force on any atom	1.3	eV/Å
spin multiplicity	1
energy relative to the best compared isomer or geometry (same formula, charge and spin)	319.0	kJ/mol
Kohn-Sham gap	5.6	eV
calculated total energy	-320.412717	Ha
net charge	-1

---

[3]
C2H8N3O | wB97M-V/def2-TZVPD

Each line ends with the natural charge from an NBO analysis.
Atoms and positions in Å:
N1 -0.8602 0.5291 -1.5374  -0.8665
C1 -0.1671 -0.5380 -1.9655  0.2911
N2 0.7182 -0.5393 -2.9005  -0.8246
H1 -0.8843 0.7093 -0.4001  0.4644
H2 -0.5881 1.3562 -2.0707  0.3440
H3 -0.4477 -1.4707 -1.4627  0.1218
H4 1.0400 -1.4903 -3.0441  0.3099
N3 0.5996 -0.6221 1.7900  -0.8993
C2 -0.2626 0.5758 2.0479  0.1596
O1 -0.8650 1.0014 0.9312  -0.9098
H5 0.9524 -0.5190 0.8433  0.3511
H6 1.3875 -0.6443 2.4268  0.3230
H7 -0.9906 0.2723 2.8322  0.0790
H8 0.3681 1.3794 2.5097  0.0564

Cartesian forces (eV/Å) of the 3 atoms listed first:
0.164 0.527 -0.002
-0.226 -0.160 0.184
0.115 0.059 -0.368

Output
strongest force on any atom	0.7	eV/Å
spin multiplicity	1
energy relative to the best compared isomer or geometry (same formula, charge and spin)	50.5	kJ/mol
Kohn-Sham gap	8.1	eV
calculated total energy	-320.514947	Ha
net charge	-1

---

[4]
C2H8N3O | wB97M-V/def2-TZVPD

Each line ends with the natural charge from an NBO analysis.
Atoms and positions in Å:
C1 -1.4048 0.0703 -0.0197  0.8145
C2 2.9849 -0.6578 0.1493  0.0768
N1 -2.6627 -0.4042 0.3935  -0.8083
N2 -1.3651 1.0662 -0.8496  -0.7712
N3 2.0423 0.1342 0.1501  -0.6442
O1 -0.3848 -0.6371 0.2870  -0.6512
H1 -0.4339 1.3197 -1.0873  0.4176
H2 4.1086 -0.5633 0.3524  0.2184
H3 2.6780 -1.7110 -0.0858  0.1878
H4 -3.5077 0.1519 0.4530  0.4148
H5 -2.6731 -1.0990 1.1706  0.4285
H6 -2.2566 1.5429 -1.2035  0.4514
H7 2.1845 1.0703 0.3566  0.3823
H8 0.6903 -0.2831 -0.0666  0.4826

Cartesian forces (eV/Å) of the 3 atoms listed first:
-2.913 -3.122 1.186
2.493 -3.699 -0.192
1.634 -0.388 1.160

Output
strongest force on any atom	4.5	eV/Å
spin multiplicity	1
energy relative to the best compared isomer or geometry (same formula, charge and spin)	146.4	kJ/mol
Kohn-Sham gap	11.9	eV
calculated total energy	-320.268811	Ha
net charge	+1

---

[5]
C2H8N3O2 | wB97M-V/def2-TZVPD

Each line ends with the natural charge from an NBO analysis.
Atoms and positions in Å:
C1 1.3598 0.1692 -0.3423  -0.2759
C2 0.7288 0.8937 0.8869  -0.0732
N1 0.2943 -0.5463 -0.9894  -0.3699
N2 -0.6381 0.3696 -1.5682  -0.5387
N3 -2.2117 -1.7601 0.7974  -0.4560
O1 -1.0601 -2.3551 0.4976  -0.6634
O2 -0.1567 1.8646 0.4252  -0.7779
H1 1.8925 1.0121 -0.9840  0.2021
H2 2.2750 -0.5569 -0.1115  0.2007
H3 1.5959 1.4655 1.5007  0.1411
H4 0.1988 0.2183 1.6951  0.1786
H5 -0.1863 -1.1736 -0.4377  0.4152
H6 -1.4837 -0.2118 -1.7532  0.3350
H7 -1.9924 -0.7889 0.8280  0.2149
H8 -0.6163 1.3997 -0.4447  0.4673

Cartesian forces (eV/Å) of the 3 atoms listed first:
2.622 0.185 0.608
1.516 0.600 2.542
0.061 4.946 -3.825

Output
strongest force on any atom	6.3	eV/Å
spin multiplicity	1
energy relative to the best compared isomer or geometry (same formula, charge and spin)	710.6	kJ/mol
Kohn-Sham gap (spin up / spin down)	6.6 / 5.4	eV
calculated total energy	-395.576000	Ha
net charge	-1

---

[6]
C2H8N3O2 | wB97M-V/def2-TZVPD

Each line ends with the natural charge from an NBO analysis.
Atoms and positions in Å:
C1 -1.0401 1.1032 0.6652  -0.0182
C2 -1.9861 -0.4254 -0.9483  -0.4611
N1 -0.8723 0.2073 -0.1922  -0.3858
N2 2.0124 -0.2276 -0.5488  0.0073
N3 1.1046 -0.8043 0.1382  0.2744
O1 2.8914 0.7370 -0.1160  -0.4423
O2 1.2476 -0.5923 1.4726  -0.4880
H1 -0.0891 1.5289 1.0087  0.1898
H2 -2.0078 1.2724 0.9820  0.1847
H3 0.7497 -1.3354 1.8385  0.5298
H4 -2.7090 -0.6526 -0.2558  0.2076
H5 -2.5101 0.2511 -1.7294  0.2361
H6 -1.6789 -1.2817 -1.5520  0.2228
H7 1.8442 -0.2490 -1.5557  0.4404
H8 3.0435 0.4683 0.7929  0.5024

Cartesian forces (eV/Å) of the 3 atoms listed first:
1.915 -1.072 -0.859
0.784 1.789 -1.955
0.030 -0.413 -2.148

Output
strongest force on any atom	2.8	eV/Å
spin multiplicity	1
energy relative to the best compared isomer or geometry (same formula, charge and spin)	735.8	kJ/mol
Kohn-Sham gap (spin up / spin down)	8.5 / 8.5	eV
calculated total energy	-395.277092	Ha
net charge	+1

---

[7]
C2H8N3O2 | wB97M-V/def2-TZVPD

Each line ends with the natural charge from an NBO analysis.
Atoms and positions in Å:
C1 0.1756 -1.2226 1.1246  -0.4362
N1 0.0361 -0.6374 -0.2192  -0.1413
C2 0.9128 -1.0207 -1.2973  -0.4425
N2 -0.4079 0.6165 -0.1814  0.3880
O1 -0.3014 1.3020 -1.3285  -0.4248
N3 -0.9906 1.0611 0.8335  0.0832
O2 -1.4138 2.3680 0.6563  -0.5435
H1 -0.7812 -1.3198 1.6777  0.2543
H2 0.7131 -2.1141 1.2752  0.2586
H3 0.8141 -0.3893 1.4741  0.2174
H4 0.9213 -2.0704 -1.3645  0.2500
H5 0.8315 -0.4324 -2.2124  0.2659
H6 1.9493 -0.9485 -0.8678  0.2139
H7 -0.6938 2.1098 -1.0662  0.5171
H8 -1.7650 2.6978 1.4959  0.5398

Cartesian forces (eV/Å) of the 3 atoms listed first:
-0.308 2.808 0.686
-1.649 -0.581 -0.423
2.702 0.777 1.049

Output
SMILES	CN(C)/[N+](O)=N/O
strongest force on any atom	3.0	eV/Å
spin multiplicity	1
energy relative to the best compared isomer or geometry (same formula, charge and spin)	713.1	kJ/mol
Kohn-Sham gap	9.7	eV
calculated total energy	-395.285721	Ha
net charge	+1

---

[8]
C2H8N3O3P | wB97M-V/def2-TZVPD

Each line ends with the natural charge from an NBO analysis.
Atoms and positions in Å:
C1 1.3203 1.3910 -0.9845  -0.2460
O1 0.1745 0.5142 -0.9380  -0.5565
C2 0.1543 -0.4273 0.1074  0.6714
N1 1.0788 -1.4671 -0.2034  -0.8589
N2 0.2781 0.2033 1.3975  -0.8563
N3 -1.2551 -0.9831 0.0597  -0.9735
P1 -2.5938 0.1475 0.0621  2.3886
O2 -2.4530 1.3598 0.8062  -1.0038
O3 -3.7216 -0.3325 -0.6716  -1.0197
H1 1.3330 1.7752 -1.9922  0.2041
H2 2.1202 0.7501 -0.7272  0.1563
H3 1.2836 2.2062 -0.2752  0.1885
H4 0.7782 -2.3646 0.1588  0.3867
H5 1.9683 -1.1302 0.2274  0.3622
H6 -0.3650 -0.2234 2.0580  0.3877
H7 1.2569 0.0635 1.7279  0.3567
H8 -1.3579 -1.4827 -0.8131  0.4125

Cartesian forces (eV/Å) of the 3 atoms listed first:
-1.481 -0.724 0.208
-0.135 0.974 -0.001
-2.701 0.494 -0.136

Output
SMILES	COC(N)(N)NP(=O)=O
strongest force on any atom	3.2	eV/Å
spin multiplicity	1
energy relative to the best compared isomer or geometry (same formula, charge and spin)	56.9	kJ/mol
Kohn-Sham gap	10.2	eV
calculated total energy	-812.382755	Ha

---

[9]
C2H8N3OS2 | wB97M-V/def2-TZVPD

Each line ends with the natural charge from an NBO analysis.
Atoms and positions in Å:
C1 0.5249 1.5319 1.2523  -0.3456
C2 1.8374 0.5693 1.0915  -0.1573
N1 -0.4230 1.6152 0.3187  0.1249
N2 -1.2021 1.6446 -0.4739  0.3600
N3 1.4798 -0.7998 1.1641  -0.8271
O1 -1.5191 -0.2477 -1.2760  -0.9867
S1 -2.0100 -2.7398 -2.3225  -0.1631
S2 -2.6002 -0.7660 -2.1193  0.9771
H1 0.8458 2.5165 1.3782  0.2655
H2 -0.0310 1.1638 2.1714  0.2957
H3 2.2964 0.9342 0.1110  0.2052
H4 2.3002 0.9260 1.9583  0.2202
H5 1.5516 -1.2683 0.2137  0.3886
H6 -2.9144 -3.5012 -1.7183  0.1717
H7 2.2362 -1.2319 1.7355  0.3894
H8 -2.3724 -0.3466 -3.4848  0.0816

Cartesian forces (eV/Å) of the 3 atoms listed first:
1.553 -2.351 3.554
-2.430 1.655 -3.076
-3.698 -0.427 -4.550

Output
strongest force on any atom	5.9	eV/Å
spin multiplicity	1
Kohn-Sham gap	8.7	eV
calculated total energy	-1116.496903	Ha
net charge	+1

---

[10]
C2H8N3S | wB97M-V/def2-TZVPD

Each line ends with the natural charge from an NBO analysis.
Atoms and positions in Å:
C1 -1.4525 -1.1924 -0.3991  0.1192
C2 0.3038 2.4754 -0.2598  -0.7427
N1 0.8188 0.0936 0.6383  -0.3719
N2 1.2616 -1.0690 0.8911  -0.4325
N3 -0.8246 -2.2042 -0.1365  -0.5963
S1 1.5670 1.4872 0.6621  0.6058
H1 -2.4116 -1.0847 -0.9929  0.2223
H2 -1.1076 -0.2816 0.0703  0.2339
H3 1.0163 3.2570 -0.6303  0.2560
H4 -0.4599 2.8189 0.4466  0.2437
H5 2.2561 -1.1741 0.9939  0.3432
H6 0.0878 -1.9934 0.4037  0.4370
H7 -0.7978 -3.1308 -0.5967  0.4399
H8 -0.2573 1.9980 -1.0906  0.2426

Cartesian forces (eV/Å) of the 3 atoms listed first:
-4.362 3.376 -1.255
0.678 0.358 0.311
-0.565 -2.954 0.521

Output
strongest force on any atom	5.7	eV/Å
spin multiplicity	1
energy relative to the best compared isomer or geometry (same formula, charge and spin)	278.1	kJ/mol
Kohn-Sham gap	9.0	eV
calculated total energy	-643.095687	Ha
net charge	+1

---

Q: The highest spin multiplicity belongs to which entry?
A: C2H8N3